Record 1
Below is a 9-piece molecular cluster, C36H99N9O9 overall at a distorted geometry, with properties calculated with ωB97M-V with the def2-TZVPD basis set.

Structure (XYZ):
```
153
C36H99N9O9 ωB97M-V with the def2-TZVPD basis set
C 1.49 -5.47 3.34
C 2.92 -5.50 3.75
C 3.60 -4.18 3.64
O 3.31 -3.44 2.40
C 4.05 -2.27 2.25
N 2.98 -5.96 5.15
H 1.22 -6.53 3.35
H 1.30 -5.08 2.34
H 0.81 -4.94 4.00
H 3.51 -6.17 3.12
H 4.66 -4.34 3.78
H 3.34 -3.53 4.48
H 3.59 -1.55 2.93
H 3.87 -2.00 1.21
H 5.06 -2.33 2.65
H 3.86 -5.71 5.60
H 3.04 -6.96 5.15
C -0.88 0.63 0.29
C -2.01 -0.51 0.38
C -2.31 -1.24 -0.92
O -2.68 -0.28 -1.93
C -2.79 -0.90 -3.19
N -1.54 -1.46 1.36
H 0.10 0.19 0.13
H -0.86 1.18 1.24
H -1.18 1.32 -0.50
H -2.89 -0.01 0.78
H -3.13 -1.93 -0.75
H -1.37 -1.68 -1.23
H -3.17 -0.26 -3.98
H -3.49 -1.73 -3.03
H -1.88 -1.33 -3.60
H -1.44 -0.88 2.19
H -0.61 -1.77 1.14
C -0.32 6.98 10.08
C -1.55 6.94 9.20
C -1.61 5.71 8.27
O -2.64 5.92 7.29
C -2.71 4.97 6.28
N -2.65 6.96 10.15
H -0.38 7.82 10.76
H 0.57 6.96 9.44
H -0.25 6.09 10.70
H -1.54 7.73 8.46
H -1.70 4.73 8.74
H -0.65 5.74 7.74
H -1.81 4.97 5.68
H -3.55 5.24 5.63
H -2.99 4.03 6.76
H -3.44 6.56 9.67
H -2.54 6.34 10.94
C -1.87 7.09 -3.22
C -3.30 7.51 -2.81
C -3.53 7.40 -1.33
O -3.37 6.08 -0.84
C -4.45 5.20 -0.82
N -3.58 8.84 -3.28
H -1.52 6.29 -2.57
H -1.23 7.97 -3.27
H -1.87 6.68 -4.23
H -3.93 6.74 -3.27
H -4.52 7.80 -1.11
H -2.77 7.96 -0.77
H -4.67 4.80 -1.81
H -5.34 5.67 -0.40
H -4.20 4.42 -0.11
H -2.95 9.38 -2.71
H -3.23 8.98 -4.22
C -6.82 -4.10 -10.88
C -5.82 -3.98 -9.75
C -5.59 -5.20 -8.87
O -4.87 -4.85 -7.72
C -4.77 -5.90 -6.82
N -4.59 -3.47 -10.30
H -7.87 -4.15 -10.58
H -6.52 -4.97 -11.46
H -6.80 -3.34 -11.67
H -6.12 -3.20 -9.05
H -4.99 -5.95 -9.39
H -6.58 -5.60 -8.68
H -4.51 -6.82 -7.34
H -5.77 -6.25 -6.54
H -4.16 -5.75 -5.93
H -4.01 -3.44 -9.47
H -4.25 -4.29 -10.78
C 4.86 5.81 0.21
C 4.69 6.44 1.56
C 3.60 5.66 2.26
O 3.17 6.40 3.45
C 2.32 7.53 3.26
N 5.98 6.41 2.22
H 3.90 5.65 -0.29
H 5.38 4.86 0.33
H 5.45 6.48 -0.42
H 4.38 7.48 1.43
H 4.04 4.71 2.55
H 2.66 5.45 1.75
H 2.35 8.07 4.21
H 1.31 7.12 3.19
H 2.60 8.25 2.50
H 6.19 5.49 2.57
H 5.83 6.88 3.10
C 3.20 0.22 -4.57
C 3.48 -0.53 -5.90
C 4.04 0.37 -7.02
O 4.30 -0.45 -8.17
C 5.15 0.11 -9.15
N 4.54 -1.41 -5.49
H 2.62 1.13 -4.75
H 4.14 0.64 -4.20
H 2.76 -0.39 -3.79
H 2.61 -1.04 -6.29
H 4.95 0.91 -6.77
H 3.26 1.08 -7.30
H 5.15 -0.36 -10.13
H 6.18 0.24 -8.82
H 4.71 1.07 -9.44
H 4.82 -1.94 -6.30
H 4.29 -2.04 -4.75
C 2.27 -7.25 -2.60
C 3.69 -7.68 -2.23
C 4.35 -8.55 -3.27
O 3.66 -9.77 -3.56
C 3.62 -10.81 -2.61
N 4.29 -6.34 -1.86
H 2.23 -6.81 -3.59
H 1.85 -6.56 -1.86
H 1.60 -8.11 -2.55
H 3.66 -8.23 -1.29
H 5.40 -8.76 -3.03
H 4.40 -7.94 -4.17
H 4.53 -10.82 -2.00
H 3.70 -11.79 -3.10
H 2.71 -10.81 -2.01
H 3.74 -5.97 -1.10
H 5.23 -6.37 -1.49
C -4.29 -1.87 7.95
C -3.40 -1.35 6.84
C -1.99 -0.90 7.32
O -1.29 -0.15 6.29
C -0.11 0.40 6.76
N -3.38 -2.42 5.93
H -3.84 -2.77 8.37
H -5.27 -2.07 7.53
H -4.28 -1.19 8.80
H -3.83 -0.48 6.35
H -1.32 -1.71 7.60
H -2.21 -0.26 8.17
H 0.31 1.01 5.96
H 0.57 -0.40 7.02
H -0.34 0.99 7.65
H -2.84 -2.05 5.16
H -2.69 -3.09 6.26
```

Results
Structure (SMILES)   COC[C@H](C)N.COC[C@H](C)N.COC[C@H](C)N.COC[C@H](C)N.COC[C@H](C)N.COC[C@H](C)N.COC[C@H](C)N.COC[C@H](C)N.COC[C@H](C)N
Energy   -70767.1400 eV
M   802.2 g/mol

Record 2
Below is one molecule with the formula C5H13NO at a distorted geometry, with properties calculated with ωB97M-V with the def2-TZVPD basis set.

Structure (XYZ):
```
20
C5H13NO ωB97M-V with the def2-TZVPD basis set
C -0.90 -0.45 -0.03
C 0.02 0.34 0.76
C 1.31 -1.57 -1.35
C -1.38 1.31 1.49
C 0.94 1.32 0.09
N 0.26 -1.73 -0.38
O -1.29 0.09 -1.22
H -1.78 -0.57 -1.71
H 0.56 -2.28 0.42
H -1.66 -1.02 0.52
H 0.43 -0.18 1.63
H 2.25 -1.15 -0.95
H 0.97 -0.91 -2.15
H 1.57 -2.53 -1.82
H -2.20 0.73 1.91
H -0.89 1.84 2.29
H -1.73 2.00 0.73
H 1.18 2.14 0.77
H 1.88 0.86 -0.19
H 0.47 1.75 -0.80
```

Results
Structure (SMILES)   CN[C@H](O)C(C)C
Energy   -8930.6958 eV
M   103.2 g/mol

Record 3
Below is a 2-piece molecular cluster, C6H12N2 overall, with properties calculated with ωB97M-V with the def2-TZVPD basis set.

Structure (XYZ):
```
20
C6H12N2 ωB97M-V with the def2-TZVPD basis set
C -0.66 -1.31 2.42
C -1.26 -0.03 1.85
H 0.08 -1.09 3.19
H -1.44 -1.92 2.88
H -0.20 -1.93 1.66
H -1.75 -0.19 0.88
H -1.98 0.45 2.51
H -0.52 0.74 1.66
C 0.92 2.32 -1.44
C 1.21 -0.13 -0.73
C 0.66 0.86 -1.49
C -0.22 -0.97 -2.16
N 0.65 -1.30 -1.18
N -0.24 0.32 -2.38
H 1.89 -0.09 0.10
H 0.78 -2.22 -0.78
H 0.61 2.75 -0.49
H 0.32 2.83 -2.19
H -0.80 -1.70 -2.71
H 1.96 2.61 -1.60
```

Results
Structure (SMILES)   Cc1c[nH]cn1.CC
Energy   -9396.8254 eV
M   112.2 g/mol

Record 4
Below is a 2-piece molecular cluster, C6H4Cl5N2 overall at a distorted geometry, with properties calculated with ωB97M-V with the def2-TZVPD basis set.

Structure (XYZ):
```
17
C6H4Cl5N2 ωB97M-V with the def2-TZVPD basis set
C -1.30 0.63 0.57
C 0.60 -0.45 -0.43
C -0.83 -0.31 -0.32
C 1.44 0.28 0.47
C 0.81 0.95 1.45
C 2.12 2.49 3.18
N -0.49 1.22 1.45
N 1.11 -1.19 -1.49
Cl -1.86 -1.02 -1.50
Cl 3.16 0.05 0.41
Cl 2.62 1.34 4.31
Cl 3.24 3.33 2.25
Cl 0.77 3.39 3.63
H -2.43 0.82 0.48
H -0.84 1.91 2.05
H 0.48 -1.92 -1.82
H 2.03 -1.58 -1.55
```

Results
Energy   -71869.4060 eV
M   281.4 g/mol
Net charge   +1

- Among the records above, which one has the highest energy?
  C5H13NO

- Among the records above, which one has the highest energy?
  C5H13NO